C12H8NO2S2Te4W | ωB97M-V/def2-TZVPD

## Properties
Total charge = -1
Relative energy (zero: lowest compared OMol25 entry of this formula, charge and spin) = 2.95 kcal per mole
Frontier orbital gap = 0.2061 hartree
Largest force on an atom = 1.4 eV Å⁻¹
E = -70831.27668 eV
E_HOMO = -3.7 eV

CARTESIAN COORDINATES (ANGSTROEM)
W (0.610876, -0.045727, -0.631539)
Te (0.576561, 1.589704, -2.788140)
Te (-0.324493, -1.692132, -2.664062)
Te (1.658901, -3.091875, -3.691139)
Te (-0.662990, 0.230230, -4.810114)
S (0.206314, -2.382326, -0.127592)
S (-1.512787, 0.284363, 0.315004)
O (1.553480, -0.153067, 1.380476)
O (2.754696, -0.642606, -0.433141)
N (1.397655, 2.035890, 0.005757)
C (3.581666, 2.540270, 0.845189)
C (3.268321, 3.896143, 0.772974)
C (-4.173526, -2.628181, 1.105316)
C (1.102471, 3.326549, -0.066458)
C (2.437499, 0.166702, 0.502252)
C (-3.401328, -3.778800, 1.005250)
C (2.021205, 4.292582, 0.331080)
C (-2.072009, -3.687698, 0.638217)
C (-3.599971, -1.396686, 0.852116)
C (-1.485653, -2.448114, 0.379109)
C (-2.256191, -1.299675, 0.495313)
C (2.606330, 1.656051, 0.464695)
H (-1.466413, -4.580600, 0.538453)
H (4.546504, 2.186784, 1.178952)
H (1.750749, 5.337389, 0.276459)
H (-3.838404, -4.748834, 1.205891)
H (0.125947, 3.579289, -0.458144)
H (4.001692, 4.637613, 1.063022)
H (-5.218430, -2.692362, 1.381691)
H (-4.188673, -0.490877, 0.933115)

Cartesian forces, eV/Å:
W -1.4 0.4 0.0
Te -0.1 0.0 -0.4
Te -0.1 0.2 -0.2
Te 0.2 -0.1 -0.1
Te 0.2 0.1 0.3
S -0.1 -0.4 0.4
S 0.5 0.1 0.0
O 0.2 0.0 0.1
O 0.3 0.3 0.2
N 0.3 0.2 0.0
C 0.1 0.0 0.0
C 0.1 0.0 0.0
C -0.1 0.0 0.0
C 0.0 0.1 0.0
C 0.4 -0.6 0.1
C 0.0 -0.1 0.0
C -0.1 0.0 -0.1
C 0.1 0.0 -0.1
C -0.1 0.0 0.0
C -0.1 -0.3 -0.1
C -0.1 0.2 0.0
C -0.4 0.1 -0.3
H 0.0 0.0 0.0
H 0.0 0.0 0.0
H 0.0 0.0 0.0
H 0.0 0.0 0.0
H 0.0 0.0 0.0
H 0.0 0.0 0.0
H 0.0 0.0 0.0
H 0.0 0.0 0.0

=====

C7H11ClN4 | ωB97M-V/def2-TZVPD

## Properties
Relative energy (zero: lowest compared OMol25 entry of this formula, charge and spin) = 116.46 kcal per mole
Frontier orbital gap (spin up / spin down) = 0.2640 / 0.2665 hartree
Largest force on an atom = 4.1 eV Å⁻¹
E = -25914.59703 eV
E_HOMO (spin up / spin down) = -7.5 / -7.6 eV

CARTESIAN COORDINATES (ANGSTROEM)
Cl (-0.029326, -1.924265, -0.796937)
N (-3.172632, -0.262927, 0.638138)
N (-2.362643, -0.906709, 1.334797)
N (-1.073802, 0.585919, 0.271315)
N (-0.003101, 1.144860, -0.225128)
C (-1.054354, -0.489262, 1.136639)
C (1.172950, 0.455942, 0.121633)
C (2.388213, -1.615078, 0.331775)
C (1.164671, -0.884207, -0.040343)
C (-2.385040, 0.726257, -0.180313)
C (2.390057, 1.310323, 0.408965)
C (-2.547275, 0.417938, -1.678129)
H (2.243687, -2.635536, 0.220717)
H (3.063657, 1.319433, -0.565792)
H (-2.130130, -0.559822, -1.860527)
H (2.536657, -1.335211, 1.483331)
H (-1.971823, 1.359162, -2.184726)
H (2.175750, 2.327581, 0.623930)
H (3.372339, -1.268727, -0.248517)
H (2.935428, 0.832891, 1.350593)
H (-2.921864, 1.590831, 0.009118)
H (-0.166727, -0.601339, 1.785362)
H (-3.624696, 0.411938, -1.935898)

Cartesian forces, eV/Å:
Cl 0.7 0.6 0.2
N 0.5 0.5 -1.1
N 1.0 -0.3 1.1
N 2.5 -2.1 1.8
N -0.5 1.1 -0.1
C -1.6 2.2 0.6
C -1.8 0.2 -1.3
C 2.6 2.6 1.8
C 2.2 0.2 -1.0
C -2.5 -2.2 -1.1
C 2.0 -2.5 -0.1
C 0.7 2.6 -0.3
H 0.1 -1.9 -0.1
H -1.0 -0.2 2.2
H 0.3 0.0 -0.5
H 0.2 -1.0 -2.3
H -1.3 -2.7 0.7
H -0.6 0.7 0.2
H -2.1 -0.7 1.2
H -0.7 1.1 -2.2
H -0.2 2.4 0.6
H -1.2 -0.6 -0.5
H 0.7 0.2 0.1

=====

C3H6N2S | ωB97M-V/def2-TZVPD

## Properties
Relative energy (zero: lowest compared OMol25 entry of this formula, charge and spin) = 84.10 kcal per mole
Frontier orbital gap = 0.3231 hartree
Largest force on an atom = 4.9 eV Å⁻¹
E = -17020.39426 eV
SMILES string = C=CS/C=N/N
E_HOMO = -7.9 eV

CARTESIAN COORDINATES (ANGSTROEM)
S (-0.430638, -0.468397, 1.045131)
N (0.959930, 1.001192, -0.685037)
N (2.083846, 1.695943, -1.062036)
C (-1.098036, -0.979411, -0.439702)
C (0.971062, 0.585469, 0.546373)
C (-2.187730, -1.699686, -0.343973)
H (1.795219, 2.190405, -1.981506)
H (-0.711253, -0.292346, -1.381967)
H (-2.792807, -2.078743, 0.527136)
H (2.321038, 2.400292, -0.379168)
H (1.640137, 0.786711, 1.510995)
H (-2.780335, -1.830120, -1.364252)

Cartesian forces, eV/Å:
S 2.0 1.0 1.2
N 0.8 -1.2 3.3
N -0.5 1.7 -3.0
C 0.8 2.8 -1.9
C -1.3 -0.3 0.1
C -3.6 -1.2 -3.1
H 1.0 -0.9 2.1
H -1.1 -2.5 2.3
H 1.4 0.5 -0.7
H 0.2 0.3 0.1
H -0.9 -0.1 -2.6
H 1.3 0.0 2.2

=====

C3H6N2OS2 | ωB97M-V/def2-TZVPD

## Properties
Relative energy (zero: lowest compared OMol25 entry of this formula, charge and spin) = 113.33 kcal per mole
Frontier orbital gap = 0.3174 hartree
Largest force on an atom = 4.7 eV Å⁻¹
E = -29902.40996 eV
SMILES string = CSC(/C=N\S)=N\O
E_HOMO = -8.7 eV

CARTESIAN COORDINATES (ANGSTROEM)
S (-2.405093, 0.984406, 1.469351)
S (0.660899, -0.244652, -1.732752)
O (-0.370927, -2.000114, 0.512425)
N (-1.607661, 2.000409, 0.459072)
N (-0.648342, -0.551199, 0.576807)
C (-0.253885, 0.154960, -0.352056)
C (-0.692848, 1.521410, -0.294153)
C (2.101083, -0.940211, -0.922719)
H (3.011779, -0.633354, -1.508960)
H (2.124556, -0.332082, -0.087645)
H (-3.143472, 2.017283, 2.149371)
H (-0.417303, -2.164063, 1.601748)
H (-0.250646, 2.215158, -1.082544)
H (1.891859, -2.027951, -0.787948)

Cartesian forces, eV/Å:
S -1.6 1.2 2.4
S 0.5 -0.3 -2.1
O -0.1 1.7 4.3
N 0.6 0.2 -0.5
N -0.7 -3.9 2.4
C 0.5 0.8 -1.6
C -0.2 2.5 -1.3
C 0.3 -1.1 -2.1
H -1.0 -0.9 0.3
H 0.5 0.4 2.3
H 0.7 -1.1 -1.2
H 0.1 0.3 -4.5
H -0.5 -0.8 1.3
H 0.9 1.0 0.2

=====

C4H9N5 | ωB97M-V/def2-TZVPD

## Properties
Relative energy (zero: lowest compared OMol25 entry of this formula, charge and spin) = 61.86 kcal per mole
Frontier orbital gap = 0.3535 hartree
Largest force on an atom = 1.5 eV Å⁻¹
E = -11741.94996 eV
E_HOMO = -9.4 eV

CARTESIAN COORDINATES (ANGSTROEM)
N (-2.647585, -1.118135, 0.000302)
N (-3.864027, 0.654539, -0.000215)
N (-3.882712, -0.634942, -0.000149)
N (-0.443110, -0.015970, 0.000416)
N (-2.616303, 1.100327, 0.000338)
C (0.009835, 0.705210, 1.200144)
C (0.008868, 0.688846, -1.209412)
C (0.046358, -1.400065, 0.009424)
C (-1.900935, -0.021059, 0.000775)
H (1.096519, 0.758676, -1.222666)
H (-0.433420, 1.700420, 1.197025)
H (-0.335254, 0.150020, -2.091058)
H (-0.433205, 1.684532, -1.218897)
H (-0.332565, 0.177858, 2.089357)
H (1.097433, 0.776212, 1.210923)
H (1.135918, -1.410094, 0.008234)
H (-0.337745, -1.923207, -0.864165)
H (-0.335466, -1.911125, 0.891117)

Cartesian forces, eV/Å:
N 1.1 0.0 0.0
N -0.4 0.7 0.0
N -0.5 -0.7 0.0
N -0.5 0.0 0.0
N 1.1 -0.1 0.0
C 0.3 0.6 0.8
C 0.3 0.6 -0.8
C 0.3 -1.0 0.0
C -1.5 0.0 0.0
H 0.0 -0.1 0.1
H 0.0 -0.1 -0.1
H 0.0 -0.1 0.1
H 0.0 -0.1 0.1
H 0.0 -0.1 -0.1
H 0.0 -0.1 -0.1
H 0.0 0.2 0.0
H 0.0 0.1 0.0
H 0.0 0.1 0.0

=====

C4H6ClNS | ωB97M-V/def2-TZVPD

## Properties
Relative energy (zero: lowest compared OMol25 entry of this formula, charge and spin) = 25.96 kcal per mole
Frontier orbital gap = 0.3166 hartree
Largest force on an atom = 2.9 eV Å⁻¹
E = -29091.61695 eV
SMILES string = C/C(Cl)=C\C=N\S
E_HOMO = -8.5 eV

CARTESIAN COORDINATES (ANGSTROEM)
Cl (-3.241688, -0.436806, 0.106829)
S (3.170594, -0.224713, 0.103692)
N (1.513724, -0.024268, 0.006337)
C (0.855895, -1.107919, -0.036519)
C (-1.088215, 1.299611, -0.016833)
C (-1.477691, -0.151585, 0.010993)
C (-0.592168, -1.183453, -0.054186)
H (3.480064, 1.064307, -0.014133)
H (1.431707, -2.079260, 0.048386)
H (-0.853466, 1.676613, 1.001005)
H (-1.896714, 1.883854, -0.455359)
H (-0.223529, 1.493468, -0.600751)
H (-1.078517, -2.209853, -0.099461)

Cartesian forces, eV/Å:
Cl 1.3 0.0 -0.1
S 0.7 -0.1 0.0
N -0.2 0.4 -0.2
C 0.6 -1.1 0.4
C -1.0 0.2 0.8
C 0.9 -0.3 -0.2
C -2.8 -0.8 0.0
H 0.0 0.2 0.0
H -0.9 0.7 -0.3
H -0.3 -0.2 -0.5
H -0.1 0.0 0.3
H 0.8 -0.2 -0.5
H 1.0 1.3 0.2